No. 1
108
Properties=species:S:1:pos:R:3 method="wB97M-V/def2-TZVPD" homo_ev=-9.9 charge=0 smiles=CC(C)O.CC(C)O.CC(C)O.CC(C)O.CC(C)O.CC(C)O.CC(C)O.CC(C)O.CC(C)O
C 8.8111 -1.0775 -12.9311
C 8.6591 0.4635 -13.3833
C 8.6440 0.6190 -14.9395
O 7.4310 0.8833 -12.8327
H 8.7628 -1.1605 -11.8453
H 9.6683 -1.5836 -13.3751
H 7.9299 -1.6273 -13.2616
H 9.3997 1.0755 -12.8683
H 7.9935 -0.1036 -15.4322
H 9.6338 0.4593 -15.3672
H 8.3937 1.6714 -15.0737
H 7.2691 0.3015 -12.0864
C 14.2344 -6.6317 -14.4514
C 15.3669 -6.3073 -15.3695
C 15.7633 -7.5409 -16.2168
O 14.9827 -5.2995 -16.3108
H 13.9203 -5.7197 -13.9437
H 14.4850 -7.3958 -13.7155
H 13.3361 -7.1216 -14.8273
H 16.1226 -5.8775 -14.7119
H 16.4383 -7.3576 -17.0528
H 14.7975 -7.7946 -16.6536
H 15.9478 -8.4611 -15.6624
H 15.4557 -4.4869 -16.1169
C 13.5161 -2.6801 -22.2616
C 13.5419 -3.0523 -23.6980
C 12.6881 -2.1379 -24.5878
O 14.8443 -3.1984 -24.1507
H 13.9830 -1.7132 -22.0741
H 14.0671 -3.4608 -21.7372
H 12.5541 -2.8068 -21.7650
H 13.0315 -4.0152 -23.7173
H 11.6947 -2.0971 -24.1409
H 12.5395 -2.5204 -25.5976
H 12.9303 -1.0776 -24.6598
H 15.2841 -2.3720 -23.9379
C 9.5751 -8.3686 -11.0262
C 8.1787 -7.8407 -11.5328
C 7.4776 -8.9697 -12.2962
O 7.3366 -7.8308 -10.3732
H 9.9823 -8.9127 -11.8784
H 9.4861 -9.0890 -10.2131
H 10.3033 -7.5929 -10.7892
H 8.2224 -6.8736 -12.0338
H 6.4192 -8.7355 -12.4102
H 7.5893 -9.8569 -11.6730
H 7.9617 -9.0416 -13.2702
H 6.7788 -8.6116 -10.4029
C 20.6449 -11.5838 -15.8455
C 20.1486 -12.5084 -14.6396
C 20.2413 -14.0154 -15.0136
O 21.0011 -12.2849 -13.5021
H 20.3353 -10.5414 -15.7709
H 20.0909 -11.8279 -16.7519
H 21.7338 -11.5574 -15.8880
H 19.1410 -12.2042 -14.3559
H 19.7356 -14.6742 -14.3077
H 21.2971 -14.2847 -15.0418
H 19.8954 -14.2595 -16.0180
H 21.9115 -12.4629 -13.7493
C 17.5196 -7.7651 -9.2487
C 18.7047 -8.2725 -10.0584
C 20.0777 -7.9199 -9.4828
O 18.5802 -9.6815 -9.9827
H 17.9641 -7.8979 -8.2624
H 16.6664 -8.4435 -9.2453
H 17.1571 -6.7483 -9.3993
H 18.6938 -7.9252 -11.0915
H 20.5039 -8.2797 -8.5462
H 20.0827 -6.8497 -9.6891
H 20.8284 -8.2874 -10.1824
H 19.3937 -10.0811 -10.2992
C 15.5014 -10.4626 -23.1481
C 14.7271 -11.4343 -24.0857
C 14.7740 -12.9266 -23.8833
O 13.4550 -11.0659 -24.0514
H 16.5769 -10.5565 -23.2978
H 15.3170 -10.5924 -22.0817
H 15.1089 -9.4983 -23.4710
H 15.0337 -11.3034 -25.1235
H 13.9680 -13.5169 -24.3192
H 14.9075 -12.9494 -22.8018
H 15.7221 -13.2891 -24.2806
H 13.1655 -11.0721 -23.1362
C 17.1291 0.1861 -12.0990
C 16.1906 -0.0494 -13.2571
C 15.4848 1.1902 -13.7588
O 16.9124 -0.6298 -14.3021
H 17.7892 1.0312 -12.2944
H 17.7599 -0.6817 -11.9061
H 16.4649 0.3280 -11.2465
H 15.5450 -0.8504 -12.8972
H 16.1984 1.8982 -14.1802
H 14.9147 1.6172 -12.9337
H 14.7626 0.9475 -14.5383
H 17.7742 -0.2241 -14.1823
C 15.1711 -14.9120 -16.9214
C 14.5649 -15.5686 -15.6848
C 13.6129 -14.6882 -14.7982
O 13.7607 -16.7233 -16.1719
H 15.7540 -14.0511 -16.5939
H 14.3118 -14.5654 -17.4955
H 15.7937 -15.6393 -17.4424
H 15.4006 -15.8971 -15.0668
H 12.9786 -14.1406 -15.4953
H 14.1765 -13.9824 -14.1880
H 12.9405 -15.2833 -14.1803
H 13.5071 -17.2645 -15.4206

No. 2
108
Properties=species:S:1:pos:R:3 method="wB97M-V/def2-TZVPD" homo_ev=-9.5 charge=0 smiles=CC(C)O.CC(C)O.CC(C)O.CC(C)O.CC(C)O.CC(C)O.CC(C)O.CC(C)O.CC(C)O
C 3.5467 -2.4003 -4.8845
C 2.5452 -1.8302 -3.9206
C 2.3999 -2.5952 -2.6202
O 3.1069 -0.5748 -3.4955
H 3.4824 -1.8614 -5.8744
H 3.3970 -3.4352 -5.1146
H 4.6117 -2.5372 -4.5292
H 1.6084 -1.9317 -4.3845
H 1.7945 -2.0984 -1.7687
H 3.3223 -2.4493 -2.0311
H 2.3280 -3.5567 -2.8237
H 3.3860 -0.0252 -4.1923
C 2.0083 -3.4524 2.2318
C 0.8227 -3.3662 1.2574
C 0.3504 -4.7407 0.7693
O -0.3986 -2.7628 1.8595
H 2.8301 -3.9887 1.8350
H 1.9405 -4.0447 3.1913
H 2.3887 -2.3128 2.7770
H 1.0373 -2.6907 0.5024
H -0.3866 -4.6425 -0.0255
H 0.2290 -5.5575 1.5386
H 1.2908 -5.3261 0.1487
H -0.1826 -1.7838 1.8233
C -0.9935 3.5618 -4.2512
C -1.4415 3.6350 -2.8235
C -0.2870 3.8685 -1.8611
O -2.3356 4.7043 -2.6531
H -0.7512 4.6092 -4.6424
H -1.7203 3.0520 -4.7813
H -0.2203 2.9052 -4.4129
H -2.1823 2.9171 -2.6097
H 0.5022 3.3028 -1.7927
H -0.5538 3.9537 -0.8115
H 0.4563 4.5416 -2.4383
H -3.1801 4.4110 -3.0168
C -5.4747 -3.1669 2.2441
C -5.2962 -2.0220 1.1960
C -4.0428 -2.0250 0.2789
O -6.4630 -1.8760 0.5204
H -5.2314 -4.0620 1.5316
H -6.4260 -3.1687 2.5705
H -4.5676 -3.0013 2.9090
H -5.1785 -1.0412 1.8119
H -4.2819 -2.8428 -0.4824
H -3.1808 -2.2217 0.9128
H -3.8601 -1.0523 -0.3568
H -6.5149 -0.9043 0.3017
C 5.3697 1.1498 -0.6038
C 4.2911 0.0100 -0.2882
C 4.2800 -0.2673 1.2010
O 3.0028 0.2618 -0.7174
H 6.3474 0.4684 -0.6160
H 5.3934 2.0588 -0.0493
H 5.2483 1.2847 -1.5208
H 4.5588 -0.9092 -0.9352
H 3.5801 -1.0231 1.6355
H 3.9925 0.6732 1.6306
H 5.3368 -0.5346 1.4413
H 3.1289 0.1352 -1.6592
C -1.4683 -0.0689 -4.1409
C -2.1705 -1.3940 -4.6112
C -2.3628 -2.4093 -3.4886
O -3.3994 -0.9911 -5.1067
H -0.4944 -0.3113 -3.6225
H -1.8382 0.1427 -3.2195
H -1.2914 0.6036 -4.9897
H -1.6442 -1.9581 -5.4328
H -2.8202 -3.1008 -3.9663
H -2.8920 -2.0673 -2.6142
H -1.5271 -3.0495 -3.2499
H -3.7630 -1.7498 -5.5708
C -0.9522 0.2499 -0.6910
C -0.5435 0.7559 0.6702
C -1.6337 1.0117 1.6720
O 0.3991 -0.0992 1.3149
H -1.6415 0.9224 -1.0537
H -1.2632 -0.8256 -0.7312
H -0.1390 0.1546 -1.4689
H -0.1833 1.6427 0.4400
H -2.2972 0.0218 1.8403
H -2.3523 1.8350 1.2369
H -1.4298 1.4650 2.6268
H 1.1870 0.0389 0.9165
C 2.0499 3.8358 1.1194
C 3.3403 4.5390 1.4743
C 4.0476 4.8735 0.2018
O 3.1403 5.6675 2.2012
H 1.5624 3.4405 2.2454
H 2.2984 3.0488 0.3989
H 1.4399 4.4432 0.6922
H 4.0635 3.7795 1.9050
H 4.3628 4.0319 -0.1926
H 4.7916 5.5766 0.2370
H 3.2298 5.3283 -0.3187
H 2.8738 5.4837 3.0881
C -2.9643 1.0997 7.6771
C -2.4237 -0.1713 6.9194
C -2.2794 0.1258 5.3729
O -1.2036 -0.2205 7.4758
H -2.6290 2.1083 7.2269
H -2.8340 1.0508 8.7347
H -3.9878 1.0783 7.5110
H -3.1076 -1.1355 7.0119
H -1.6817 0.9168 5.0685
H -3.2960 0.1607 4.8396
H -1.7177 -0.7126 4.8441
H -1.3184 -0.5895 8.3752

No. 3
108
Properties=species:S:1:pos:R:3 method="wB97M-V/def2-TZVPD" homo_ev=-9.5 charge=0 smiles=CC(C)O.CC(C)O.CC(C)O.CC(C)O.CC(C)O.CC(C)O.CC(C)O.CC(C)O.CC(C)O
C -1.7831 -3.9574 3.0124
C -0.9987 -2.9265 2.2048
C 0.3065 -2.5847 2.9054
O -0.7255 -3.4272 0.8813
H -1.2031 -4.8595 3.2085
H -2.7167 -4.2246 2.5160
H -2.0744 -3.5083 3.9679
H -1.6577 -2.0637 2.1034
H 0.1639 -2.2454 3.9308
H 0.8634 -1.8061 2.3749
H 0.9569 -3.4658 2.9257
H 0.1173 -3.8925 0.9071
C 5.0363 -3.0732 -2.9141
C 4.0312 -3.7964 -2.0312
C 2.7022 -4.0800 -2.6945
O 4.6278 -5.0206 -1.5772
H 4.6784 -2.1135 -3.2907
H 5.2336 -3.7254 -3.7728
H 5.9890 -2.9046 -2.4125
H 3.8404 -3.2427 -1.1078
H 2.0575 -4.7082 -2.0715
H 2.8043 -4.7070 -3.5890
H 2.1485 -3.1742 -2.9463
H 5.0655 -5.4500 -2.3187
C -2.1191 -3.3701 -4.1421
C -0.6048 -3.3870 -3.9510
C 0.1409 -3.9110 -5.1585
O -0.1257 -2.0825 -3.6356
H -2.6382 -3.1698 -3.1987
H -2.4923 -4.3505 -4.4577
H -2.4540 -2.6235 -4.8653
H -0.4434 -4.0987 -3.1271
H 1.2029 -3.9020 -4.9303
H 0.0346 -3.2206 -6.0056
H -0.2519 -4.8617 -5.5089
H -0.4713 -1.9061 -2.7510
C 6.5542 -0.9184 0.5995
C 6.1465 -0.0672 -0.5722
C 4.6452 -0.0489 -0.7767
O 6.6766 1.2226 -0.3126
H 6.2450 -0.4206 1.5257
H 7.6421 -0.9530 0.6905
H 6.1585 -1.9321 0.5675
H 6.5992 -0.4934 -1.4816
H 4.1317 0.2857 0.1292
H 4.3387 -1.0709 -0.9955
H 4.3451 0.6283 -1.5790
H 6.3372 1.8482 -0.9597
C -4.1049 1.9328 -0.8709
C -5.6042 2.1660 -0.9961
C -6.3042 1.0154 -1.7030
O -6.2068 2.2751 0.3162
H -3.6175 1.9271 -1.8425
H -3.9478 0.9777 -0.3557
H -3.6352 2.6500 -0.1865
H -5.8229 3.0637 -1.5852
H -6.6702 0.2737 -0.9941
H -5.6781 0.5454 -2.4610
H -7.1854 1.3900 -2.2326
H -5.7525 3.0449 0.6792
C -1.0849 0.4184 0.1832
C -0.4389 -0.1817 -1.0449
C 1.0790 -0.1374 -0.9505
O -0.8896 -1.5169 -1.2531
H -2.1216 0.0723 0.2181
H -1.1093 1.5081 0.1771
H -0.5854 0.0824 1.0960
H -0.6895 0.3686 -1.9571
H 1.5418 -0.6399 -1.8031
H 1.4767 -0.6424 -0.0644
H 1.3975 0.9098 -0.9569
H -0.9394 -1.9394 -0.3813
C 1.2301 4.4731 -0.2253
C 2.5299 4.3623 0.5435
C 3.4877 3.3979 -0.1086
O 3.2116 5.6262 0.6687
H 0.7566 3.4863 -0.2306
H 1.4467 4.7725 -1.2516
H 0.5265 5.1621 0.2398
H 2.3010 4.0250 1.5668
H 3.0946 2.3820 -0.1238
H 4.5099 3.4200 0.2599
H 3.5565 3.6762 -1.1724
H 2.7154 6.1733 1.2833
C -0.0363 2.9288 2.4190
C -0.8730 4.0086 3.1095
C -0.4699 5.3848 2.6685
O -2.2662 3.8593 2.7798
H 0.9826 2.9829 2.8101
H -0.0815 3.0364 1.3360
H -0.4181 1.9388 2.6857
H -0.7315 3.9027 4.1921
H -0.8876 6.1617 3.3045
H -0.7879 5.5529 1.6335
H 0.6164 5.5088 2.6026
H -2.5690 3.0471 3.2211
C -3.6027 -0.1511 2.7072
C -4.3083 1.0968 3.1168
C -5.7148 0.8796 3.6364
O -3.5120 1.7520 4.1494
H -4.2049 -0.6516 1.9436
H -3.4697 -0.8409 3.5458
H -2.6088 0.0265 2.2973
H -4.3345 1.8162 2.2902
H -6.0887 1.7950 4.0990
H -5.7254 0.0503 4.3452
H -6.4230 0.6499 2.8377
H -4.0193 2.5046 4.4733

No. 4
114
Properties=species:S:1:pos:R:3 method="wB97M-V/def2-TZVPD" homo_ev=-10.0 charge=+1
Be 7.5896 -24.2194 -7.9163
C 4.9162 -16.9791 -10.7667
C 5.6003 -17.5732 -9.5112
C 5.4121 -16.4818 -8.3807
C 3.9135 -16.3945 -7.8627
C 3.5123 -17.6890 -7.2954
C 3.5685 -18.8511 -8.3017
N 4.9171 -18.8244 -9.0064
O 5.3497 -19.9942 -9.7578
C 2.4629 -18.8195 -9.3612
C 3.4252 -20.1689 -7.4626
C 7.0906 -17.6522 -9.6539
H 4.0465 -16.3357 -10.6327
H 4.6220 -17.7588 -11.4692
H 5.6857 -16.4658 -11.3432
H 5.6290 -15.4506 -8.6595
H 6.1346 -16.7055 -7.5958
H 3.2586 -16.0094 -8.6443
H 3.6805 -15.6424 -7.1089
H 2.4669 -17.5865 -7.0045
H 3.9473 -18.0457 -6.3618
H 2.5840 -19.5901 -10.1225
H 2.3505 -17.8250 -9.7931
H 1.5166 -18.9226 -8.8302
H 3.3771 -21.0202 -8.1416
H 2.4933 -20.1031 -6.9011
H 4.2059 -20.1842 -6.7020
H 7.4088 -18.3764 -10.4038
H 7.6650 -17.9091 -8.7639
H 7.3575 -16.6515 -9.9940
C 10.7145 -12.9436 -14.6671
C 11.6171 -13.9488 -13.9250
O 12.8258 -13.9456 -14.6385
H 9.6427 -13.0429 -14.4951
H 10.8297 -13.0047 -15.7493
H 11.0101 -11.9936 -14.2218
H 11.2581 -14.9644 -14.0913
H 11.7809 -13.8446 -12.8524
H 13.1675 -13.0526 -14.7243
C 10.7800 -15.1142 -3.8889
C 11.4685 -16.1683 -2.9579
O 10.4674 -17.2010 -2.8060
H 11.2610 -14.1395 -3.8065
H 9.7224 -14.9928 -3.6547
H 10.7400 -15.4136 -4.9362
H 11.7435 -15.7713 -1.9807
H 12.3992 -16.5690 -3.3597
H 10.6096 -17.7072 -2.0028
C 1.6521 -25.1962 -15.8544
C 1.7672 -23.7950 -15.2724
O 2.3343 -23.8582 -14.0269
H 0.8545 -25.2248 -16.5968
H 1.2343 -25.8331 -15.0747
H 2.6286 -25.5398 -16.1957
H 0.7712 -23.4316 -15.0191
H 2.3909 -23.1149 -15.8525
H 2.7459 -23.0261 -13.7824
O 4.7718 -26.0782 -10.8287
H 4.1042 -25.5398 -11.2537
H 5.0304 -26.7122 -11.4976
O 3.5805 -26.3392 -5.2317
H 2.6505 -26.1820 -5.3950
H 3.6240 -26.5821 -4.3068
O 8.0921 -20.3207 -5.8868
H 8.3861 -19.6836 -5.2358
H 7.5771 -19.8074 -6.5094
C 14.0313 -18.8859 -10.1915
C 15.0078 -19.3476 -9.1141
C 14.6817 -18.8230 -7.6923
O 15.2165 -20.7462 -9.0011
H 13.2293 -19.5872 -10.4220
H 14.5326 -18.7951 -11.1551
H 13.5631 -17.9573 -9.8650
H 15.9765 -18.9225 -9.3765
H 13.6306 -18.6891 -7.4368
H 15.1195 -17.8259 -7.6457
H 15.0800 -19.3958 -6.8548
H 15.7016 -20.8979 -8.1867
C 8.1503 -20.9998 -18.5690
C 8.4085 -20.5502 -17.0986
C 7.8927 -19.1223 -16.9285
O 7.8874 -21.4544 -16.1644
H 8.2193 -20.1931 -19.2988
H 7.1602 -21.4237 -18.7365
H 8.9592 -21.6886 -18.8124
H 9.4617 -20.5009 -16.8220
H 8.6248 -18.3864 -17.2611
H 7.6833 -18.8887 -15.8847
H 7.0219 -18.8729 -17.5348
H 8.3048 -21.2486 -15.3247
C 2.2280 -9.7081 -15.3320
C 2.8390 -10.9692 -14.7474
C 3.4481 -10.5926 -13.3984
O 1.7484 -11.9454 -14.6240
H 2.9132 -8.8618 -15.3822
H 1.3544 -9.3825 -14.7672
H 1.9454 -9.9648 -16.3529
H 3.6116 -11.4466 -15.3502
H 2.7200 -10.1014 -12.7529
H 4.2772 -9.8851 -13.4034
H 3.7596 -11.4435 -12.7926
H 1.9715 -12.6083 -13.9664
C 3.9930 -13.9997 0.4193
C 3.8569 -15.3816 0.9869
C 5.0792 -16.3400 0.5205
O 3.9769 -15.2250 2.3918
H 3.5061 -13.9642 -0.5552
H 4.9945 -13.5703 0.4440
H 3.4429 -13.3135 1.0633
H 2.9244 -15.8762 0.7152
H 4.7328 -16.4680 -0.5050
H 5.0891 -17.2380 1.1382
H 6.0933 -15.9408 0.5375
H 3.4013 -14.5100 2.6731